Here is a structure of composition C23H20BF4MnN3O2S from the OMol25 dataset. Energies are from ωB97M-V/def2-TZVPD.

Last column: Löwdin spin population.
Positions of all 55 atoms, in Å:
Mn  -0.569  -0.488  -0.179  4.140
C  -0.532  2.056  -2.690  0.003
O  0.178  1.080  -1.946  0.037
C  1.551  1.076  -2.013  0.001
C  2.289  1.819  -2.911  0.001
C  3.678  1.664  -2.952  -0.004
C  4.293  0.758  -2.105  0.000
C  3.542  0.021  -1.190  -0.006
C  2.165  0.186  -1.110  0.005
N  1.339  -0.424  -0.191  -0.041
N  1.537  -1.861  -0.005  0.000
C  1.618  -2.216  1.383  0.001
C  0.582  -1.873  2.253  0.003
O  -0.456  -1.164  1.869  0.058
C  0.679  -2.314  3.610  0.003
C  1.741  -3.041  4.054  -0.001
C  2.801  -3.396  3.182  0.001
C  3.916  -4.152  3.622  0.000
C  4.923  -4.491  2.764  0.001
C  4.850  -4.079  1.411  0.000
C  3.789  -3.350  0.955  0.001
C  2.726  -2.980  1.827  0.000
H  -0.162  3.056  -2.461  0.000
H  -1.568  1.987  -2.373  0.000
H  -0.449  1.863  -3.762  0.000
H  1.801  2.503  -3.594  0.000
H  4.261  2.246  -3.655  0.000
H  5.369  0.630  -2.141  0.000
H  4.017  -0.675  -0.508  -0.001
H  -0.132  -2.044  4.280  0.000
H  1.790  -3.362  5.091  0.000
H  3.954  -4.460  4.662  0.000
H  5.771  -5.070  3.112  0.000
H  5.651  -4.345  0.730  0.000
H  3.725  -3.039  -0.079  0.000
S  -2.955  -1.000  -0.585  0.003
C  -3.661  -0.335  0.832  0.005
N  -2.996  -0.308  2.005  0.004
C  -3.480  0.234  3.130  0.000
C  -4.739  0.753  3.175  0.003
C  -5.489  0.729  1.995  0.001
C  -4.967  0.199  0.849  0.001
H  -2.009  -0.686  2.047  0.000
H  -2.802  0.233  3.972  0.000
H  -5.115  1.202  4.083  0.000
H  -6.487  1.152  1.985  0.000
H  -5.518  0.201  -0.080  0.000
C  0.274  -2.300  -0.627  -0.239
H  0.426  -2.497  -1.686  -0.007
H  -0.199  -3.143  -0.129  -0.012
F  -1.080  3.707  0.357  0.001
B  -1.975  2.671  0.573  0.002
F  -1.221  1.408  0.484  0.034
F  -2.968  2.621  -0.417  0.000
F  -2.543  2.710  1.854  0.000

Results
Spin multiplicity = 5
E_HOMO (alpha / beta) = -0.162 / -0.162 Ha
Relative energy (zero: lowest compared OMol25 entry of this formula, charge and spin) = 0.0 kcal per mole
Frontier orbital gap (alpha / beta) = 6.99 / 7.00 eV
Charge = -1


Here is a structure of composition C23H20BMnN6S at a distorted geometry from the OMol25 dataset. Energies are from ωB97M-V/def2-TZVPD.

Last column: Löwdin spin population.
Positions of all 52 atoms, in Å:
Mn  0.783  0.683  -0.438  4.321
C  0.576  0.541  3.614  0.008
C  0.071  0.188  2.367  0.032
N  0.733  0.862  1.382  0.052
N  1.721  1.683  2.043  0.022
C  1.582  1.502  3.345  0.025
B  2.712  2.602  1.225  0.003
N  3.487  1.697  0.209  0.008
C  4.784  1.425  0.029  0.018
C  4.922  0.413  -0.928  0.004
C  3.636  0.095  -1.319  0.028
N  2.737  0.875  -0.666  0.037
N  1.739  3.331  0.209  0.020
C  1.481  4.581  -0.019  0.020
C  0.357  4.730  -0.846  0.007
C  -0.046  3.437  -1.119  0.031
N  0.714  2.554  -0.492  0.070
H  0.208  0.284  4.590  0.001
H  -0.751  -0.487  2.141  0.001
H  2.209  2.073  4.030  0.003
H  3.425  3.347  1.883  0.000
H  5.521  2.048  0.528  0.002
H  5.836  -0.047  -1.294  0.000
H  3.323  -0.631  -2.029  0.002
H  2.108  5.333  0.451  0.003
H  -0.131  5.631  -1.182  0.001
H  -0.902  3.111  -1.680  0.002
C  -1.078  0.502  -0.535  0.022
C  -2.313  0.454  -0.674  0.104
C  -3.720  0.486  -0.695  0.014
C  -4.280  1.770  -0.737  0.019
C  -5.674  1.886  -0.767  -0.001
C  -6.516  0.772  -0.598  0.018
C  -5.911  -0.506  -0.678  -0.002
C  -4.532  -0.654  -0.665  0.016
H  -3.607  2.622  -0.746  0.001
H  -6.106  2.863  -0.889  -0.001
H  -7.581  0.843  -0.399  0.001
H  -6.532  -1.385  -0.759  -0.001
H  -4.020  -1.605  -0.622  0.001
S  1.593  -2.081  -0.273  0.054
C  1.117  -3.679  -0.569  0.011
C  1.865  -4.609  -1.307  0.006
C  1.511  -5.953  -1.330  0.000
C  0.361  -6.401  -0.664  0.006
C  -0.407  -5.493  0.070  0.000
C  -0.053  -4.146  0.064  0.006
H  2.719  -4.257  -1.888  0.000
H  2.150  -6.623  -1.889  0.000
H  0.070  -7.423  -0.768  0.001
H  -1.237  -5.820  0.661  0.000
H  -0.653  -3.424  0.625  0.001

Results
Spin multiplicity = 6
E_HOMO (alpha / beta) = -0.103 / -0.121 Ha
Relative energy (zero: lowest compared OMol25 entry of this formula, charge and spin) = 0.0 kcal per mole
Frontier orbital gap (alpha / beta) = 5.42 / 5.89 eV
Charge = -1


Here is the molecule C23H20ClFN4O4 from the OMol25 dataset. Energies are from ωB97M-V/def2-TZVPD.

Last column: Mulliken charge in e.
Positions of all 53 atoms, in Å:
C  3.776  2.506  2.021  -1.744
C  3.640  1.674  0.785  -0.041
C  4.596  1.625  -0.232  0.914
Cl  6.044  2.559  -0.098  -0.260
C  4.438  0.845  -1.369  -1.403
C  3.297  0.076  -1.546  -0.315
C  2.336  0.102  -0.560  -1.170
C  2.518  0.886  0.579  -0.259
N  1.429  0.719  1.426  0.194
C  0.503  -0.130  0.921  -1.360
O  -0.519  -0.463  1.476  -0.653
C  1.006  -0.586  -0.474  3.429
N  1.051  -2.025  -0.576  -0.014
C  -0.163  -2.541  -1.189  -0.260
C  -1.068  -3.154  -0.116  -0.720
C  -0.376  -4.343  0.553  -1.065
C  0.952  -3.976  1.198  0.460
N  0.842  -3.145  2.262  -0.326
O  2.010  -4.458  0.857  -0.691
C  -0.816  -1.338  -1.941  0.079
C  -2.229  -1.000  -1.505  -0.208
O  -3.210  -1.679  -1.634  -0.587
N  -2.222  0.283  -0.974  0.527
C  -3.371  0.890  -0.406  0.130
C  -3.677  2.210  -0.713  -0.172
C  -4.791  2.804  -0.151  -0.769
C  -5.586  2.061  0.703  0.346
F  -6.677  2.636  1.247  -0.330
C  -5.295  0.745  1.016  -0.763
C  -4.174  0.158  0.460  -0.123
C  -0.985  0.892  -1.008  -0.290
O  -0.737  2.006  -0.630  -0.647
C  0.002  -0.107  -1.574  -0.130
H  4.693  3.086  1.996  0.401
H  3.793  1.870  2.906  0.370
H  2.933  3.191  2.107  0.365
H  5.213  0.844  -2.119  0.453
H  3.178  -0.524  -2.435  0.550
H  1.315  1.201  2.305  0.332
H  1.897  -2.348  -1.026  0.452
H  0.100  -3.331  -1.899  0.593
H  -1.995  -3.495  -0.579  0.494
H  -1.310  -2.389  0.622  0.117
H  -1.029  -4.753  1.325  0.464
H  -0.180  -5.122  -0.185  0.402
H  0.013  -2.590  2.395  0.243
H  1.697  -2.801  2.669  0.262
H  -0.833  -1.537  -3.014  0.451
H  -3.042  2.772  -1.379  0.416
H  -5.048  3.828  -0.370  0.432
H  -5.936  0.198  1.688  0.435
H  -3.922  -0.863  0.694  0.383
H  0.554  0.337  -2.404  0.609

Results
E_HOMO = -0.329 Ha
SMILES string = Cc1c(Cl)ccc2c1NC(=O)[C@]21N[C@@H](CCC(N)=O)[C@H]2C(=O)N(c3ccc(F)cc3)C(=O)[C@H]21
Frontier orbital gap = 9.37 eV
Charge = 0


Number 1: total energy -3177.029210 Eh. Number 2: total energy -2791.030020 Eh. Number 3: total energy -1968.628539 Eh.